# 1
{
  "formula": "C20H57N5O7Sr",
  "method": "ωB97M-V with the def2-TZVPD basis set",
  "lumo_energy_ev": -0.395,
  "relative_energy_kcal_mol": 22.9,
  "charge": 0,
  "homo_energy_ev": -8.15,
  "species": ["Sr", "O", "H", "O", "H", "C", "C", "C", "O", "C", "N", "H", "H", "H", "H", "H", "H", "H", "H", "H", "H", "H", "C", "C", "C", "O", "C", "N", "H", "H", "H", "H", "H", "H", "H", "H", "H", "H", "H", "C", "C", "C", "O", "C", "N", "H", "H", "H", "H", "H", "H", "H", "H", "H", "H", "H", "C", "C", "C", "O", "C", "N", "H", "H", "H", "H", "H", "H", "H", "H", "H", "H", "H", "C", "C", "C", "O", "C", "N", "H", "H", "H", "H", "H", "H", "H", "H", "H", "H", "H"],
  "positions_angstrom": [[-1.58, -0.78, -1.74], [0.20, -1.21, -0.15], [0.74, -1.91, 0.24], [0.07, -1.28, -3.57], [0.37, -2.02, -3.03], [4.05, -3.12, -0.84], [3.09, -2.92, -2.02], [1.97, -3.96, -1.95], [2.48, -5.22, -2.27], [1.58, -6.27, -2.00], [2.62, -1.54, -1.99], [4.72, -2.26, -0.80], [4.58, -4.06, -0.93], [3.47, -3.08, 0.09], [3.61, -3.11, -2.96], [1.16, -3.68, -2.63], [1.53, -3.94, -0.94], [2.03, -7.20, -2.34], [0.64, -6.11, -2.54], [1.37, -6.36, -0.92], [1.98, -1.31, -2.75], [2.02, -1.38, -1.18], [1.80, 0.08, 3.69], [0.93, 0.91, 2.76], [1.63, 1.38, 1.50], [2.77, 2.15, 1.78], [2.49, 3.52, 1.98], [-0.32, 0.20, 2.36], [2.64, 0.70, 4.01], [2.20, -0.81, 3.20], [1.25, -0.24, 4.58], [0.61, 1.80, 3.31], [0.93, 1.99, 0.91], [1.92, 0.50, 0.91], [2.08, 3.96, 1.06], [3.43, 4.00, 2.24], [1.77, 3.68, 2.79], [-0.49, -0.53, 3.05], [-0.05, -0.39, 1.55], [-3.69, 1.40, 1.62], [-2.93, 2.08, 0.49], [-2.35, 3.42, 0.88], [-1.69, 4.01, -0.23], [-2.47, 4.97, -0.91], [-1.91, 1.18, -0.05], [-4.49, 2.03, 2.01], [-2.99, 1.11, 2.41], [-4.14, 0.46, 1.29], [-3.69, 2.30, -0.28], [-1.58, 3.32, 1.66], [-3.12, 4.09, 1.28], [-2.01, 5.22, -1.86], [-2.59, 5.87, -0.31], [-3.46, 4.58, -1.17], [-1.19, 1.67, -0.58], [-1.43, 0.83, 0.79], [-1.10, -4.18, 1.92], [-2.37, -3.51, 1.41], [-2.93, -2.48, 2.35], [-3.00, -3.02, 3.65], [-3.50, -2.08, 4.58], [-2.14, -2.86, 0.09], [-0.24, -3.52, 1.87], [-0.85, -5.06, 1.32], [-1.22, -4.54, 2.95], [-3.10, -4.31, 1.23], [-3.92, -2.15, 2.02], [-2.28, -1.59, 2.35], [-2.93, -1.14, 4.57], [-3.42, -2.51, 5.58], [-4.55, -1.84, 4.36], [-2.02, -3.63, -0.56], [-1.18, -2.47, 0.12], [2.49, 2.28, -2.17], [0.97, 2.43, -2.15], [0.47, 3.21, -3.34], [1.13, 4.44, -3.39], [0.66, 5.25, -4.41], [0.28, 1.14, -2.06], [2.84, 1.57, -1.42], [3.04, 3.22, -2.10], [2.78, 1.86, -3.15], [0.70, 3.07, -1.29], [-0.62, 3.35, -3.23], [0.58, 2.66, -4.29], [-0.37, 5.61, -4.26], [0.67, 4.79, -5.41], [1.31, 6.13, -4.48], [0.73, 0.57, -1.34], [0.51, 0.58, -2.89]]
}

=====

# 2
{
  "formula": "C20H58FeO10",
  "method": "ωB97M-V with the def2-TZVPD basis set",
  "lumo_energy_ev": [-2.855, -4.762],
  "relative_energy_kcal_mol": 14.9,
  "multiplicity": 6,
  "charge": 1,
  "s2": 8.772,
  "homo_energy_ev": [-11.82, -11.36],
  "species": ["Fe", "C", "C", "O", "H", "H", "H", "H", "H", "C", "C", "O", "H", "H", "H", "H", "H", "C", "C", "O", "H", "H", "H", "H", "H", "H", "C", "C", "O", "H", "H", "H", "H", "H", "H", "C", "C", "O", "H", "H", "H", "H", "H", "H", "C", "C", "O", "H", "H", "H", "H", "H", "H", "C", "C", "O", "H", "H", "H", "H", "H", "H", "C", "C", "O", "H", "H", "H", "H", "H", "H", "C", "C", "O", "H", "H", "H", "H", "H", "H", "C", "C", "O", "H", "H", "H", "H", "H", "H"],
  "positions_angstrom": [[0.94, -1.04, 2.97], [-3.42, -1.35, 3.90], [-2.30, -2.07, 3.07], [-1.03, -1.48, 3.20], [-4.41, -1.78, 3.75], [-3.56, -0.32, 3.56], [-3.26, -1.33, 4.97], [-2.63, -2.02, 2.03], [-2.22, -3.13, 3.32], [-0.49, -0.97, -0.91], [0.37, 0.05, -0.23], [0.76, -0.34, 1.04], [-1.40, -1.21, -0.35], [0.05, -1.91, -1.03], [-0.81, -0.69, -1.91], [-0.10, 1.03, -0.18], [1.25, 0.07, -0.88], [0.79, 5.14, -0.70], [1.73, 3.90, -0.76], [2.91, 4.15, -0.05], [1.19, 6.04, -1.15], [0.62, 5.40, 0.35], [-0.17, 4.90, -1.14], [1.97, 3.67, -1.80], [1.25, 3.05, -0.26], [3.55, 4.69, -0.52], [0.10, -4.20, 0.68], [0.83, -4.00, 2.03], [1.59, -2.82, 2.00], [0.86, -4.13, -0.10], [-0.68, -3.45, 0.57], [-0.37, -5.18, 0.62], [1.44, -4.89, 2.18], [0.10, -4.03, 2.85], [2.21, -3.00, 1.29], [-0.81, -2.36, -4.87], [-1.98, -3.33, -5.05], [-1.38, -4.65, -5.14], [-1.10, -1.31, -4.91], [-0.11, -2.60, -5.68], [-0.32, -2.55, -3.92], [-2.61, -3.08, -5.91], [-2.55, -3.20, -4.14], [-2.02, -5.30, -5.42], [5.23, -0.42, 3.56], [4.27, -1.22, 2.73], [3.14, -0.38, 2.64], [6.15, -1.01, 3.54], [4.83, -0.22, 4.55], [5.49, 0.51, 3.07], [4.07, -2.20, 3.16], [4.65, -1.39, 1.72], [3.39, 0.48, 2.29], [-3.51, 0.98, 0.12], [-2.87, 2.12, -0.68], [-3.90, 2.67, -1.42], [-4.39, 1.34, 0.65], [-2.84, 0.62, 0.89], [-3.92, 0.19, -0.51], [-2.06, 1.76, -1.30], [-2.37, 2.82, -0.02], [-3.56, 3.43, -1.89], [-1.10, 2.15, 3.03], [0.44, 2.16, 3.11], [0.78, 0.94, 3.77], [-1.43, 3.07, 2.56], [-1.60, 2.26, 3.99], [-1.48, 1.35, 2.39], [0.81, 3.06, 3.60], [0.93, 2.23, 2.14], [0.65, 1.12, 4.70], [-3.68, -0.38, -3.38], [-3.75, 0.51, -4.64], [-4.93, 0.12, -5.35], [-2.83, -0.13, -2.75], [-3.75, -1.45, -3.60], [-4.54, -0.13, -2.76], [-2.88, 0.31, -5.26], [-3.70, 1.56, -4.36], [-5.20, 0.81, -5.96], [4.43, 0.86, -0.96], [4.97, 1.52, 0.33], [3.88, 1.88, 1.17], [3.73, 1.49, -1.51], [3.88, -0.04, -0.67], [5.24, 0.55, -1.62], [5.53, 2.40, 0.01], [5.62, 0.87, 0.90], [3.40, 2.53, 0.65]]
}

=====

# 3
{
  "formula": "C20H59CdN3O12",
  "method": "ωB97M-V with the def2-TZVPD basis set",
  "lumo_energy_ev": -3.056,
  "charge": 0,
  "homo_energy_ev": -4.98,
  "species": ["Cd", "C", "O", "H", "H", "H", "C", "O", "H", "H", "H", "C", "O", "C", "C", "N", "C", "C", "O", "C", "H", "H", "H", "H", "H", "H", "H", "H", "H", "H", "H", "H", "H", "H", "H", "C", "O", "C", "C", "N", "C", "C", "O", "C", "H", "H", "H", "H", "H", "H", "H", "H", "H", "H", "H", "H", "H", "H", "H", "C", "O", "C", "C", "N", "C", "C", "O", "C", "H", "H", "H", "H", "H", "H", "H", "H", "H", "H", "H", "H", "H", "H", "H", "O", "H", "H", "O", "H", "H", "O", "H", "H", "O", "H", "H"],
  "positions_angstrom": [[1.15, 1.78, -3.60], [1.11, 4.11, 2.39], [0.23, 3.43, 3.24], [2.19, 4.05, 2.55], [0.93, 3.83, 1.35], [0.81, 5.15, 2.52], [1.00, 0.75, -0.51], [1.48, 0.62, -1.81], [1.29, 1.74, -0.15], [-0.07, 0.59, -0.39], [1.55, 0.14, 0.21], [-4.26, -4.70, -1.79], [-4.03, -3.43, -2.37], [-2.62, -3.09, -2.47], [-2.11, -1.72, -3.07], [-3.03, -0.67, -2.79], [-3.01, -0.46, -1.31], [-3.79, 0.81, -0.94], [-4.01, 0.88, 0.46], [-4.82, 2.04, 0.85], [-5.32, -4.89, -1.95], [-3.94, -4.80, -0.76], [-3.81, -5.53, -2.33], [-2.20, -3.92, -3.04], [-2.10, -3.34, -1.55], [-2.08, -1.73, -4.16], [-1.07, -1.59, -2.79], [-3.94, -1.05, -2.99], [-2.00, -0.43, -0.90], [-3.50, -1.28, -0.78], [-4.77, 0.68, -1.40], [-3.31, 1.67, -1.39], [-5.87, 1.95, 0.55], [-4.55, 3.02, 0.47], [-4.68, 2.29, 1.90], [-3.33, -2.88, 5.76], [-2.23, -2.65, 4.87], [-1.21, -3.60, 4.90], [0.07, -3.00, 4.07], [-0.40, -2.80, 2.66], [0.60, -2.95, 1.74], [-0.06, -3.07, 0.33], [-1.01, -4.15, 0.26], [-0.55, -5.48, 0.33], [-3.55, -3.95, 5.74], [-4.18, -2.27, 5.46], [-3.07, -2.47, 6.73], [-1.53, -4.59, 4.60], [-0.89, -3.77, 5.93], [0.84, -3.73, 4.32], [0.52, -2.06, 4.39], [-0.96, -3.61, 2.45], [1.07, -3.91, 1.98], [1.36, -2.19, 1.61], [0.64, -3.04, -0.51], [-0.60, -2.14, 0.15], [0.30, -5.62, -0.34], [-1.28, -6.27, 0.19], [-0.20, -5.60, 1.36], [-1.01, 3.68, -1.72], [0.32, 3.46, -2.39], [1.22, 4.50, -2.00], [2.57, 4.30, -2.77], [3.06, 2.85, -2.91], [4.32, 2.74, -3.66], [5.59, 3.55, -3.24], [6.31, 3.22, -1.94], [5.46, 3.37, -0.76], [-0.94, 3.68, -0.64], [-1.73, 2.90, -1.98], [-1.39, 4.62, -2.11], [1.53, 4.44, -0.95], [0.86, 5.51, -2.20], [3.30, 4.96, -2.29], [2.37, 4.77, -3.73], [3.14, 2.39, -2.01], [4.20, 2.79, -4.74], [4.70, 1.72, -3.73], [5.30, 4.60, -3.24], [6.32, 3.58, -4.05], [6.04, 3.02, 0.10], [4.63, 2.68, -0.90], [5.17, 4.40, -0.54], [-1.69, 1.60, 1.87], [-1.80, 1.25, 0.99], [-2.38, 2.25, 1.97], [1.23, 0.75, 2.83], [1.79, 0.35, 2.17], [1.71, 0.63, 3.65], [3.87, -1.28, -2.09], [3.93, -1.46, -1.15], [3.20, -0.60, -2.16], [3.54, -0.68, 2.23], [3.61, -1.15, 1.39], [4.45, -0.48, 2.46]]
}

=====

# 4
{
  "formula": "C20H60As2F12N6O8",
  "method": "ωB97M-V with the def2-TZVPD basis set",
  "lumo_energy_ev": -5.657,
  "relative_energy_kcal_mol": 60.9,
  "charge": 2,
  "homo_energy_ev": -14.20,
  "species": ["C", "C", "C", "O", "C", "N", "H", "H", "H", "H", "H", "H", "H", "H", "H", "H", "H", "H", "C", "C", "C", "O", "C", "N", "H", "H", "H", "H", "H", "H", "H", "H", "H", "H", "H", "H", "C", "C", "C", "O", "C", "N", "H", "H", "H", "H", "H", "H", "H", "H", "H", "H", "H", "H", "C", "C", "C", "O", "C", "N", "H", "H", "H", "H", "H", "H", "H", "H", "H", "H", "H", "H", "C", "C", "C", "O", "C", "N", "H", "H", "H", "H", "H", "H", "H", "H", "H", "H", "H", "H", "N", "O", "O", "O", "As", "F", "F", "F", "F", "F", "F", "As", "F", "F", "F", "F", "F", "F"],
  "positions_angstrom": [[5.62, 19.37, -15.89], [5.35, 17.97, -15.37], [4.34, 17.19, -16.15], [4.76, 16.99, -17.47], [3.83, 16.30, -18.31], [6.74, 17.29, -15.36], [7.51, 17.91, -15.08], [6.80, 16.56, -14.65], [6.85, 16.85, -16.28], [5.95, 19.39, -16.93], [6.35, 20.02, -15.41], [4.66, 19.88, -15.78], [5.10, 17.81, -14.32], [3.47, 17.87, -16.08], [4.13, 16.22, -15.69], [3.01, 16.97, -18.59], [3.51, 15.40, -17.78], [4.33, 16.04, -19.24], [14.71, 18.38, -10.20], [14.01, 19.57, -10.85], [14.83, 19.93, -12.06], [14.28, 21.02, -12.77], [15.25, 21.45, -13.72], [12.54, 19.21, -11.16], [12.24, 19.66, -12.02], [12.34, 18.22, -11.33], [11.98, 19.61, -10.41], [14.10, 17.89, -9.43], [15.59, 18.66, -9.64], [14.94, 17.57, -10.90], [13.93, 20.43, -10.19], [14.89, 19.06, -12.74], [15.87, 20.08, -11.74], [16.15, 21.78, -13.20], [14.86, 22.24, -14.36], [15.48, 20.63, -14.42], [6.50, 15.55, -8.80], [6.75, 17.00, -8.47], [7.08, 17.34, -7.02], [7.80, 16.42, -6.26], [7.28, 16.21, -4.92], [7.99, 17.37, -9.31], [7.87, 17.48, -10.32], [8.25, 18.32, -9.05], [8.72, 16.68, -9.11], [7.34, 14.88, -8.61], [6.22, 15.47, -9.85], [5.76, 15.11, -8.13], [5.94, 17.67, -8.77], [6.23, 17.83, -6.53], [7.75, 18.22, -7.03], [7.21, 17.17, -4.38], [8.11, 15.76, -4.38], [6.33, 15.70, -5.02], [9.99, 21.24, -16.22], [11.44, 21.09, -16.66], [12.42, 22.25, -16.65], [12.75, 22.75, -15.37], [13.10, 24.12, -15.49], [11.99, 19.98, -15.72], [12.92, 20.22, -15.40], [11.37, 20.01, -14.91], [11.98, 19.02, -16.06], [9.38, 21.78, -16.94], [9.82, 21.47, -15.17], [9.57, 20.24, -16.32], [11.56, 20.61, -17.63], [12.04, 23.00, -17.36], [13.33, 22.02, -17.22], [13.41, 24.48, -14.51], [12.17, 24.67, -15.64], [13.81, 24.32, -16.29], [11.10, 13.90, -12.02], [10.40, 14.10, -13.37], [9.35, 13.08, -13.75], [9.93, 11.82, -13.78], [9.20, 10.84, -14.51], [9.80, 15.54, -13.22], [10.48, 15.99, -12.61], [9.70, 16.06, -14.09], [8.94, 15.52, -12.68], [11.77, 13.04, -12.07], [10.38, 13.76, -11.20], [11.67, 14.78, -11.72], [11.16, 14.24, -14.14], [8.88, 13.45, -14.67], [8.56, 13.24, -13.00], [8.14, 11.09, -14.54], [9.32, 9.90, -13.97], [9.57, 10.75, -15.53], [9.18, 18.65, -13.24], [8.69, 19.25, -14.21], [10.43, 18.63, -13.21], [8.45, 18.11, -12.36], [10.30, 16.75, -17.29], [11.76, 17.76, -17.17], [10.81, 16.45, -18.92], [8.85, 15.78, -17.51], [9.75, 17.13, -15.64], [9.40, 18.17, -17.84], [11.15, 15.35, -16.70], [13.80, 16.65, -14.09], [13.44, 16.94, -12.35], [13.53, 14.96, -13.81], [14.13, 16.41, -15.77], [14.16, 18.38, -14.26], [15.49, 16.39, -13.67], [12.12, 16.96, -14.43]]
}

=====

# 5
{
  "formula": "C20H60F6O10P",
  "method": "ωB97M-V with the def2-TZVPD basis set",
  "lumo_energy_ev": 2.547,
  "relative_energy_kcal_mol": 47.7,
  "charge": -1,
  "homo_energy_ev": -7.56,
  "species": ["P", "F", "F", "F", "F", "F", "F", "C", "O", "H", "H", "H", "H", "C", "O", "H", "H", "H", "H", "C", "C", "C", "O", "H", "H", "H", "H", "H", "H", "H", "H", "C", "C", "C", "O", "H", "H", "H", "H", "H", "H", "H", "H", "C", "C", "C", "O", "H", "H", "H", "H", "H", "H", "H", "H", "C", "C", "C", "O", "H", "H", "H", "H", "H", "H", "H", "H", "C", "C", "C", "O", "H", "H", "H", "H", "H", "H", "H", "H", "C", "C", "C", "O", "H", "H", "H", "H", "H", "H", "H", "H", "O", "H", "H", "O", "H", "H"],
  "positions_angstrom": [[20.46, 18.51, 2.97], [20.93, 16.98, 2.84], [20.62, 18.42, 4.58], [22.00, 19.13, 2.88], [19.89, 20.02, 3.23], [20.36, 18.66, 1.34], [18.90, 18.10, 3.11], [24.05, 20.59, 0.74], [25.36, 21.20, 0.64], [24.09, 19.57, 1.14], [23.52, 21.24, 1.43], [23.51, 20.49, -0.20], [25.40, 22.02, 0.13], [19.86, 19.27, 7.55], [21.16, 19.72, 7.24], [19.66, 19.17, 8.62], [19.11, 20.04, 7.38], [19.50, 18.40, 7.00], [21.11, 19.94, 6.31], [23.74, 13.33, 0.81], [23.38, 13.90, 2.20], [24.03, 13.20, 3.46], [23.70, 15.25, 2.39], [24.79, 13.58, 0.61], [23.24, 13.72, -0.08], [23.74, 12.24, 0.80], [22.31, 13.74, 2.33], [23.84, 13.78, 4.37], [25.10, 13.22, 3.29], [23.67, 12.18, 3.51], [22.99, 15.71, 2.84], [17.24, 14.94, 1.81], [18.46, 15.59, 1.09], [18.99, 14.64, 0.02], [18.04, 16.83, 0.56], [16.64, 15.62, 2.41], [17.51, 14.19, 2.55], [16.56, 14.55, 1.06], [19.29, 15.78, 1.76], [18.19, 14.33, -0.65], [19.42, 13.73, 0.44], [19.69, 15.21, -0.58], [18.50, 17.44, 1.14], [17.61, 22.53, 4.43], [16.40, 21.90, 3.80], [16.08, 20.56, 4.42], [15.38, 22.89, 3.99], [17.32, 22.99, 5.37], [18.09, 23.32, 3.86], [18.44, 21.89, 4.71], [16.75, 21.72, 2.78], [16.80, 19.78, 4.16], [15.07, 20.28, 4.13], [15.96, 20.71, 5.49], [15.84, 23.65, 4.37], [22.56, 21.64, 4.33], [23.14, 22.69, 5.28], [23.02, 22.24, 6.80], [24.46, 23.09, 5.00], [21.49, 21.56, 4.47], [22.94, 20.64, 4.53], [22.92, 21.90, 3.33], [22.66, 23.65, 5.10], [21.97, 22.32, 7.10], [23.44, 22.99, 7.47], [23.45, 21.28, 7.09], [24.92, 22.51, 4.40], [18.38, 21.18, -2.43], [19.55, 20.79, -1.58], [20.54, 21.97, -1.72], [19.23, 20.61, -0.20], [17.71, 20.36, -2.16], [18.64, 21.27, -3.48], [17.93, 22.11, -2.07], [20.01, 19.87, -1.93], [20.10, 22.94, -1.47], [20.86, 22.03, -2.76], [21.51, 21.80, -1.26], [19.42, 19.72, 0.11], [22.43, 15.73, 6.30], [23.75, 16.61, 6.24], [23.82, 17.59, 4.96], [23.87, 17.44, 7.39], [21.49, 16.27, 6.38], [22.55, 14.98, 7.08], [22.40, 15.20, 5.34], [24.60, 15.94, 6.17], [23.26, 18.51, 5.11], [23.34, 17.11, 4.10], [24.84, 17.97, 4.87], [23.43, 18.27, 7.18], [23.20, 17.34, -0.07], [23.67, 16.62, 0.35], [22.60, 17.66, 0.60], [20.20, 22.07, 1.82], [20.09, 21.26, 2.32], [19.96, 21.84, 0.93]]
}